[1]
C20H36IMoN5OP2S | wB97M-V/def2-TZVPD

Computed properties:
LUMO energy	-0.194	Eh
net charge	+2
HOMO	-13.23	eV
Kohn-Sham gap	0.2923	Ha

```
67
Properties=species:S:1:pos:R:3:lowdin_charge:R:1
Mo 0.2407 0.7188 -0.2590 1.10
C -3.2383 1.2097 0.8534 -0.23
P -1.7637 0.1667 1.0539 0.80
C -2.4326 -1.5329 0.9934 -0.22
C -1.3052 0.3267 2.8110 -0.38
C -2.2619 0.4872 3.8092 -0.07
C -1.8780 0.5745 5.1387 -0.04
C -0.5364 0.4889 5.4830 -0.04
C 0.4231 0.3152 4.4973 -0.07
C 0.0487 0.2411 3.1586 -0.38
P 1.2620 0.0088 1.8226 0.79
C 1.6985 -1.7572 1.8968 -0.22
C 2.7747 0.8506 2.3642 -0.22
H -3.5448 1.2241 -0.1930 0.04
H -2.9971 2.2298 1.1489 0.04
H -4.0735 0.8506 1.4547 0.06
H -3.1813 -1.6658 1.7746 0.06
H -1.6343 -2.2573 1.1527 0.04
H -2.8965 -1.7444 0.0306 0.01
H -3.3141 0.5532 3.5616 0.11
H -2.6269 0.7099 5.9073 0.12
H -0.2380 0.5576 6.5203 0.12
H 1.4657 0.2475 4.7810 0.11
H 2.0200 -2.0262 2.9034 0.06
H 2.5059 -1.9674 1.1949 0.04
H 0.8336 -2.3655 1.6333 0.04
H 3.1781 0.4268 3.2833 0.05
H 2.5635 1.9089 2.5170 0.04
H 3.5247 0.7554 1.5782 0.05
C -0.8835 4.4111 -0.2363 -0.03
C 0.1626 3.7235 0.6401 -0.66
C 1.5496 4.3118 0.3857 -0.03
C -0.2036 3.8167 2.1216 -0.02
N 0.1993 2.3170 0.2711 -0.18
H -0.9311 5.4706 0.0142 0.10
H -1.8708 3.9771 -0.0819 0.07
H -0.6214 4.3171 -1.2907 0.09
H 1.5577 5.3641 0.6698 0.10
H 1.8076 4.2435 -0.6726 0.08
H 2.3104 3.7939 0.9722 0.07
H -0.2349 4.8635 2.4228 0.10
H 0.5329 3.3028 2.7407 0.08
H -1.1824 3.3753 2.3165 0.07
C 3.6120 2.4130 -3.6462 -0.07
C 3.8692 1.8215 -2.2580 -0.22
C 3.1596 0.5242 -2.0614 -0.56
N 2.0581 0.3768 -1.4182 -0.15
N 1.5575 -0.9014 -1.3835 -0.09
C 2.3157 -1.7438 -2.0318 -0.68
N 2.0600 -3.0520 -2.1422 0.13
S 3.7120 -0.9840 -2.7358 1.18
H 4.1418 3.3577 -3.7507 0.09
H 2.5478 2.5964 -3.7970 0.08
H 3.9605 1.7452 -4.4344 0.08
H 3.5188 2.4989 -1.4776 0.10
H 4.9389 1.6711 -2.1029 0.12
H 1.2347 -3.4310 -1.7098 0.09
H 2.6855 -3.6767 -2.6192 0.12
N -1.5645 1.1668 -4.2773 0.23
C -1.4645 0.5888 -3.0858 -0.62
O -0.5342 0.8856 -2.3192 -0.16
C -2.5046 -0.4251 -2.7282 -0.55
I -1.7206 -2.3926 -2.9648 0.91
H -0.8690 1.8396 -4.5608 0.14
H -2.2958 0.9291 -4.9263 0.13
H -3.3889 -0.3613 -3.3544 0.06
H -2.7759 -0.3058 -1.6857 0.00
```


[2]
C4H12F6I2N2PtSb | wB97M-V/def2-TZVPD

Computed properties:
LUMO energy (alpha / beta)	-0.364 / -0.381	Eh
net charge	+2
HOMO (alpha / beta)	-17.80 / -18.05	eV
Kohn-Sham gap (alpha / beta)	0.2896 / 0.2823	Ha
2S+1	2
<S²>	0.755

```
28
Properties=species:S:1:pos:R:3:nbo_charge:R:1
Pt 0.5070 0.9647 -0.6419 1.09
N 1.3873 0.5948 1.2021 -0.75
C 0.4513 0.0232 2.2325 -0.25
C -0.7131 0.9448 2.5559 -0.45
C -1.7239 1.0530 1.4234 -0.24
N -1.1355 1.8644 0.3114 -0.76
H 2.0784 -0.1283 0.9928 0.44
H 1.8921 1.4027 1.5660 0.42
H 1.0601 -0.1786 3.1150 0.25
H 0.1056 -0.9352 1.8434 0.27
H -0.3515 1.9423 2.8339 0.22
H -1.2185 0.5540 3.4388 0.29
H -2.6457 1.5340 1.7503 0.25
H -1.9713 0.0716 1.0147 0.25
H -0.8185 2.7625 0.6798 0.42
H -1.8380 2.0736 -0.3949 0.43
I -0.5118 0.9196 -3.1286 0.56
C 1.4646 1.1843 -3.8790 -0.69
I 2.7321 1.2322 -2.1721 0.48
H 1.5354 2.1307 -4.4041 0.27
H 1.7240 0.3283 -4.4938 0.28
F -0.0652 -0.9870 -0.4615 -0.70
Sb -0.3211 -3.1785 -0.8874 3.18
F 1.5356 -2.9705 -1.0166 -0.66
F -0.4372 -2.4559 -2.6167 -0.67
F -0.5240 -4.9710 -1.2213 -0.62
F -2.0880 -2.6271 -0.6205 -0.65
F -0.1103 -3.1485 0.9784 -0.66
```


[3]
C5H5N | wB97M-V/def2-TZVPD

Computed properties:
LUMO energy (alpha / beta)	0.032 / -0.118	Eh
HOMO (alpha / beta)	-8.35 / -9.86	eV
Kohn-Sham gap (alpha / beta)	0.3386 / 0.2446	Ha
2S+1	3
<S²>	2.047

```
11
Properties=species:S:1:pos:R:3:nbo_charge:R:1
C -3.6821 0.6348 -0.0857 0.15
C -2.7639 -0.1542 0.2304 -0.15
C -0.2427 0.1028 0.1267 0.04
C -1.4978 -0.6290 0.0603 -0.25
C 2.1092 0.1328 -0.0250 -0.46
N 0.8593 -0.5357 0.1791 -0.37
H -0.4699 1.2368 0.1460 0.17
H -1.5625 -1.7239 -0.2930 0.26
H 2.8272 -0.5992 0.4174 0.22
H 2.0451 1.2361 0.2975 0.18
H 2.3781 0.2986 -1.0538 0.21
```


In kJ/mol, the relative energy (zero: lowest compared OMol25 entry of this formula, charge and spin) values for the records above are, in order, 8.4; 80.5; 216.5.